# 1
The following is a DFT calculation (ωB97M-V/def2-TZVPD) of the molecule C6H12O.

Each line ends with the Löwdin charge.
Atoms and positions in Å:
C -2.6269 0.8740 -1.4673  -0.073
C -1.5998 -0.2571 -1.3246  -0.278
O -1.0281 -0.3630 -0.0269  -0.141
C 0.2808 0.1721 -0.0351  -0.222
C 1.0382 0.1052 1.2661  -0.268
C 2.5249 -0.1009 1.1150  -0.130
C 1.6846 -1.1496 1.7798  -0.115
H -2.5737 1.3287 -2.4674  0.072
H -3.6561 0.5204 -1.3205  0.069
H -2.4228 1.6545 -0.7247  0.076
H -0.7974 -0.0929 -2.0517  0.104
H -2.0539 -1.2216 -1.5666  0.116
H 0.8684 -0.3577 -0.8025  0.122
H 0.2389 1.2321 -0.3345  0.134
H 0.7326 0.8256 2.0203  0.136
H 2.8833 -0.3234 0.1126  0.098
H 3.2097 0.4953 1.7094  0.097
H 1.5090 -2.0874 1.2618  0.104
H 1.7882 -1.2540 2.8569  0.099

Computed properties:
SMILES   CCOCC1CC1
Multiplicity   1
Net charge   0
Molar mass   100.2 g/mol

***

# 2
The following is a DFT calculation (ωB97M-V/def2-TZVPD) of a structure of composition C41H57BFN11O3S4Sc.

Each line ends with the Löwdin charge.
Atoms and positions in Å:
Sc -0.0676 -0.3618 -0.7720  0.613
C 3.8620 0.3118 -5.2940  -0.041
C 4.8695 0.3086 -4.1440  -0.546
C 6.1591 0.9604 -4.6356  -0.056
C 5.1987 -1.0993 -3.6563  -0.038
N 4.3223 1.1205 -3.0085  0.013
C 4.9494 2.2340 -2.4750  -0.029
C 4.1885 2.6832 -1.4610  -0.042
N 3.0855 1.8645 -1.3634  0.076
B 1.9703 1.9646 -0.3291  -0.741
N 1.1463 3.2516 -0.3697  0.039
C 1.3896 4.4730 -0.9463  -0.041
C 0.3074 5.2488 -0.7338  -0.035
N -0.6207 4.4931 -0.0356  0.019
C -0.0938 3.2545 0.1729  -0.637
S -0.8199 1.8893 0.9234  0.740
C -1.9531 4.9930 0.4170  -0.543
C -2.0501 4.8817 1.9371  -0.038
C -3.0526 4.2038 -0.2930  -0.038
C -2.0830 6.4637 0.0322  -0.053
N 2.4800 1.7587 1.1047  0.049
C 2.9350 2.7437 1.9509  -0.031
C 3.2291 2.1648 3.1272  -0.041
N 2.9302 0.8128 3.0231  0.016
C 2.4804 0.5783 1.7594  -0.615
S 1.9945 -0.8941 1.0313  0.723
C 3.1608 -0.0868 4.1997  -0.540
C 2.5179 0.5723 5.4235  -0.032
C 4.6719 -0.2199 4.3798  -0.022
C 2.5447 -1.4705 4.0454  -0.088
C 3.1776 0.8916 -2.3041  -0.588
S 2.0839 -0.4189 -2.5428  0.666
H 4.2992 -0.2101 -6.1461  0.091
H 3.6411 1.3360 -5.5984  0.094
H 2.9330 -0.1787 -5.0214  0.035
H 6.5198 0.3851 -5.4870  0.094
H 6.9411 0.9479 -3.8754  0.090
H 6.0007 1.9841 -4.9757  0.089
H 5.6380 -1.6627 -4.4801  0.093
H 4.3151 -1.6258 -3.3093  0.038
H 5.9256 -1.0589 -2.8437  0.094
H 5.8750 2.6129 -2.8593  0.113
H 4.3506 3.5107 -0.7932  0.124
H 1.2115 1.1163 -0.6205  -0.045
H 2.2978 4.6869 -1.4807  0.117
H 0.1254 6.2655 -1.0210  0.111
H -1.9699 3.8524 2.2732  0.035
H -3.0139 5.2770 2.2601  0.092
H -1.2645 5.4723 2.4117  0.094
H -2.9991 3.1430 -0.0660  0.044
H -2.9633 4.3388 -1.3734  0.067
H -4.0248 4.5860 0.0210  0.095
H -1.3188 7.0812 0.5053  0.091
H -3.0537 6.8148 0.3798  0.095
H -2.0474 6.6108 -1.0480  0.086
H 2.9909 3.7762 1.6542  0.127
H 3.6218 2.5958 4.0270  0.118
H 2.9919 1.5127 5.6977  0.074
H 2.6145 -0.0994 6.2760  0.092
H 1.4579 0.7561 5.2462  0.098
H 5.1452 0.7507 4.5315  0.082
H 5.1193 -0.6905 3.5038  0.095
H 4.8857 -0.8399 5.2504  0.093
H 1.4698 -1.4172 3.8822  0.071
H 2.7278 -2.0005 4.9817  0.093
H 2.9898 -2.0383 3.2353  0.051
C -5.9148 -4.7495 1.7657  -0.018
C -5.5520 -3.5390 2.6115  -0.298
C -5.4855 -3.8238 4.1044  -0.129
C -4.3717 -4.8119 4.4137  -0.125
C -3.0724 -4.3496 3.8141  -0.122
C -1.8639 -4.7582 4.3288  0.069
C -0.6651 -4.3065 3.7762  -0.246
F 0.4785 -4.7333 4.3328  0.081
C -0.6237 -3.4472 2.7187  0.084
C -1.8438 -3.0176 2.1758  -0.034
C -1.8348 -2.0849 1.0662  -0.249
O -0.7136 -1.7360 0.5913  -0.184
C -3.0749 -1.6243 0.5897  -0.005
C -4.2256 -2.1195 1.1599  0.059
N -4.2463 -2.9931 2.1638  0.029
C -3.0577 -3.4619 2.7155  -0.058
C -3.2089 -0.6418 -0.5324  -0.557
O -4.3198 -0.3141 -0.9257  0.061
O -2.1098 -0.1699 -1.0164  -0.209
H -6.8610 -5.1717 2.1048  0.094
H -5.1514 -5.5254 1.8275  0.087
H -6.0239 -4.4707 0.7177  0.088
H -6.2692 -2.7370 2.4328  0.149
H -6.4503 -4.2106 4.4328  0.127
H -5.3138 -2.8860 4.6378  0.131
H -4.6241 -5.8010 4.0214  0.125
H -4.2511 -4.9325 5.4904  0.127
H -1.8252 -5.4280 5.1783  0.139
H 0.3094 -3.0793 2.3118  0.112
H -5.1830 -1.7908 0.7748  0.155
N -1.9323 3.5512 -3.8781  0.097
C -1.8464 2.3859 -3.2104  -0.857
N -2.9633 1.8246 -2.7818  0.146
S -0.3053 1.6871 -2.9766  0.708
H -2.8193 3.9265 -4.1694  0.110
H -1.0923 3.9369 -4.2710  0.092
H -3.8579 2.2720 -2.8961  0.124
H -2.8996 1.0047 -2.1775  0.055
C -1.7880 -2.3791 -5.6949  -0.008
C -1.2406 -2.5812 -4.3262  -0.280
C -1.0270 -3.7260 -3.5849  0.032
C -0.4726 -3.2975 -2.3687  -0.308
N -0.3583 -1.9723 -2.3695  -0.066
N -0.8281 -1.5577 -3.5652  0.046
C -0.0225 -4.1384 -1.2233  -0.007
H -2.0588 -3.3371 -6.1323  0.084
H -1.0543 -1.9035 -6.3463  0.087
H -2.6801 -1.7521 -5.6721  0.086
H -1.2241 -4.7380 -3.8933  0.116
H -0.8037 -0.5596 -3.7615  0.065
H 0.4787 -5.0316 -1.5944  0.090
H -0.8700 -4.4626 -0.6151  0.085
H 0.6685 -3.5998 -0.5766  0.073

Computed properties:
Multiplicity   1
Net charge   +1
Molar mass   955.0 g/mol

***

# 3
The following is a DFT calculation (ωB97M-V/def2-TZVPD) of a structure of composition C17H46O8Si3 at a distorted geometry.

Each line ends with the Löwdin charge.
Atoms and positions in Å:
C -1.4288 -3.1599 -2.2976  -0.161
Si -1.7209 -1.4782 -3.1499  0.505
C -2.4828 -0.2015 -1.9733  -0.163
C -2.9707 -1.7300 -4.5824  -0.158
O -0.1989 -1.0066 -3.8059  -0.231
C -0.0982 0.4116 -3.9252  -0.362
C 1.0052 0.8354 -4.9159  -0.262
Si 2.6678 1.2913 -4.1021  0.536
O 2.4823 1.1375 -2.4127  -0.501
Si 3.4592 2.1734 -1.4761  0.513
H -1.5386 -3.9458 -3.0500  0.024
H -2.0793 -3.3193 -1.4355  0.024
H -0.3859 -3.1800 -1.9594  0.029
H -3.5681 -0.3645 -1.9979  0.031
H -2.3287 0.8427 -2.2523  0.023
H -2.1658 -0.3208 -0.9321  0.033
H -3.9911 -1.6378 -4.2094  0.024
H -2.7734 -2.7080 -5.0230  0.022
H -2.7655 -0.9295 -5.3021  0.025
H -1.0503 0.8155 -4.3137  0.099
H 0.0242 0.8365 -2.9237  0.093
H 0.6261 1.7258 -5.4356  0.068
H 1.1391 0.0770 -5.6921  0.076
H 3.0984 2.6287 -4.5272  -0.037
H 3.6726 0.3204 -4.5872  -0.031
H 2.7313 2.4098 -0.2124  -0.064
H 4.7498 1.5619 -1.0987  -0.069
H 3.6984 3.4876 -2.0848  -0.074
C 3.4742 6.8304 4.6544  -0.115
O 2.4763 6.9352 3.6639  -0.201
C 1.9539 8.2496 3.5522  -0.202
C 1.4650 8.5220 2.1420  -0.181
O 2.5072 8.7747 1.2082  -0.127
C 3.2841 7.6594 0.7864  -0.178
C 2.5519 6.7174 -0.1504  -0.200
O 1.6573 5.8827 0.5702  -0.206
C 0.5587 5.4700 -0.2134  -0.113
H 3.0599 7.0207 5.6504  0.088
H 3.8716 5.8169 4.6266  0.088
H 4.2963 7.5273 4.4551  0.088
H 2.7187 8.9894 3.8146  0.126
H 1.1170 8.3440 4.2558  0.127
H 0.8815 9.4453 2.1722  0.127
H 0.7986 7.7334 1.7926  0.119
H 3.7074 7.1276 1.6387  0.120
H 4.1195 8.0922 0.2311  0.127
H 3.2808 6.0707 -0.6557  0.119
H 2.0130 7.3040 -0.9024  0.127
H 0.0078 6.3375 -0.5937  0.088
H -0.1083 4.8909 0.4230  0.090
H 0.8920 4.8423 -1.0473  0.079
C -2.1577 -8.5697 -0.6263  -0.114
O -1.6303 -7.9416 0.5203  -0.200
C -1.2018 -6.6129 0.2654  -0.201
C -1.3116 -5.7563 1.5125  -0.179
O -2.6398 -5.3491 1.8183  -0.130
C -3.5152 -6.3376 2.3495  -0.180
C -3.2091 -6.7251 3.7838  -0.202
O -2.0989 -7.6080 3.8426  -0.201
C -1.3968 -7.5091 5.0632  -0.114
H -1.3863 -8.6977 -1.3934  0.088
H -2.5283 -9.5508 -0.3329  0.088
H -2.9960 -7.9941 -1.0355  0.088
H -1.8039 -6.1622 -0.5318  0.119
H -0.1560 -6.6530 -0.0647  0.129
H -0.7676 -4.8286 1.3190  0.126
H -0.8341 -6.2348 2.3677  0.119
H -3.5644 -7.2119 1.7002  0.120
H -4.5040 -5.8732 2.3380  0.126
H -4.0754 -7.2465 4.2103  0.127
H -3.0142 -5.8190 4.3679  0.126
H -1.0434 -6.4848 5.2252  0.087
H -0.5309 -8.1662 5.0025  0.088
H -2.0262 -7.8244 5.9021  0.088

Computed properties:
Multiplicity   1
Net charge   0
Molar mass   462.8 g/mol

***

# 4
The following is a DFT calculation (ωB97M-V/def2-TZVPD) of the molecule C10H11N at a distorted geometry.

Each line ends with the Löwdin charge.
Atoms and positions in Å:
C -2.4041 -3.0602 -0.7170  -0.008
C -1.5647 -2.1329 -0.3166  -0.082
C -0.7530 -1.3019 0.2684  -0.369
C 0.5490 -1.7403 0.7258  -0.059
C -1.1427 0.0966 0.2867  -0.130
C -0.0102 1.0736 0.0743  -0.227
C 0.7664 1.6805 1.0129  -0.053
C 1.8899 2.4061 0.5646  -0.086
C 1.9943 2.6959 -0.7559  -0.193
N 1.1976 2.2020 -1.6830  0.063
C 0.3094 1.3745 -1.2805  -0.119
H -3.3555 -3.4355 -0.0923  0.103
H -2.5251 -3.3375 -1.7792  0.048
H 0.6057 -1.9143 1.8712  0.112
H 1.3281 -0.9465 0.5243  0.088
H 0.7940 -2.7565 0.2126  0.120
H -1.5740 0.2780 1.3395  0.162
H -1.8645 0.1948 -0.4114  0.080
H 0.5789 1.5335 2.1647  0.154
H 2.5689 3.0935 1.2368  0.141
H 2.8105 3.2941 -1.2464  0.122
H -0.1989 0.7026 -1.9995  0.134

Computed properties:
SMILES   C=C=C(C)Cc1cccnc1
Multiplicity   1
Net charge   0
Molar mass   145.2 g/mol

***

# 5
The following is a DFT calculation (ωB97M-V/def2-TZVPD) of a structure of composition C3H5NO2 at a distorted geometry.

Each line ends with the Löwdin charge.
Atoms and positions in Å:
N 0.0639 -1.9652 0.5022  0.201
C -0.9257 -1.3167 0.5856  0.039
O -0.9951 0.5914 0.2165  -0.218
C 0.2737 1.2691 0.3168  -0.209
C 0.4454 0.6376 -1.0154  -0.328
O 0.9218 -0.4754 -1.2146  -0.067
H 1.0501 -1.8779 0.2877  0.109
H -1.9957 -1.3638 0.6584  0.116
H 0.8905 0.8903 1.1401  0.110
H 0.2392 2.3810 0.3681  0.119
H 0.0319 1.2296 -1.8453  0.129

Computed properties:
Multiplicity   1
Net charge   0
Molar mass   87.1 g/mol

***

Computed values of energy relative to the best compared isomer or geometry (same formula, charge and spin) (unit: kJ/mol) for the preceding records, in sequence: 169.1 0.0 46.4 266.7 444.9.
Computed values of calculated total energy (unit: eV) for the preceding records, in sequence: -8462.601 -133419.806 -58387.312 -12035.225 -8773.083.
Computed values of Kohn-Sham gap (unit: eV) for the preceding records, in sequence: 10.8256 6.8767 9.7795 9.8607 9.8636.